{
  "formula": "C18H54O9",
  "method": "wB97M-V/def2-TZVPD",
  "species": ["O", "H", "H", "C", "C", "C", "O", "H", "H", "H", "H", "H", "H", "H", "H", "C", "C", "C", "O", "H", "H", "H", "H", "H", "H", "H", "H", "C", "C", "C", "O", "H", "H", "H", "H", "H", "H", "H", "H", "C", "C", "C", "O", "H", "H", "H", "H", "H", "H", "H", "H", "C", "C", "C", "O", "H", "H", "H", "H", "H", "H", "H", "H", "C", "O", "H", "H", "H", "H", "C", "O", "H", "H", "H", "H", "C", "O", "H", "H", "H", "H"],
  "coordinates": [[0.26123, -0.28834, 0.30054], [-0.37358, 0.36475, 0.63884], [0.06714, -1.10193, 0.81922], [2.88138, -0.36457, 3.07176], [4.34936, -0.06295, 3.08081], [4.63012, 1.35678, 3.59123], [5.11299, -0.97290, 3.85967], [2.36933, 0.34385, 2.43348], [2.48904, -0.31519, 4.08316], [2.69043, -1.37774, 2.70505], [4.69104, -0.03205, 2.05652], [5.71671, 1.57039, 3.62574], [4.40556, 1.53283, 4.63743], [4.24177, 2.20192, 3.09244], [4.84565, -1.82706, 3.52770], [-3.00199, -1.37650, -1.10185], [-3.36390, -2.80397, -1.45662], [-3.61660, -3.05503, -2.99323], [-2.28264, -3.67292, -1.01166], [-3.79436, -0.71250, -1.36897], [-2.10763, -1.06458, -1.64258], [-2.61428, -1.28797, -0.09110], [-4.27283, -3.12146, -0.93117], [-2.72079, -2.88594, -3.54618], [-4.39143, -2.33508, -3.26332], [-4.03901, -4.04023, -3.25593], [-2.16920, -3.63684, -0.07370], [0.84218, 4.27374, 0.44302], [0.22066, 4.88223, -0.83535], [-0.67348, 6.06976, -0.51681], [1.14220, 5.31079, -1.83734], [0.04875, 3.76808, 1.05179], [1.37122, 4.91127, 1.10325], [1.53375, 3.51636, 0.09279], [-0.45760, 4.14115, -1.31393], [-1.20327, 6.29686, -1.45891], [-0.24531, 6.96992, -0.13661], [-1.36263, 5.72567, 0.26456], [2.00840, 4.94245, -1.65684], [1.00656, -3.19261, -1.99809], [0.91206, -4.23062, -3.11467], [1.65607, -5.43953, -2.75952], [-0.42612, -4.58190, -3.37842], [0.53483, -3.58289, -1.10017], [0.49704, -2.20530, -2.11661], [2.04615, -2.90636, -1.81388], [1.24790, -3.70333, -3.98658], [1.35813, -5.68197, -1.72222], [2.77175, -5.34464, -2.69601], [1.34485, -6.16869, -3.50637], [-1.07747, -4.41653, -2.66847], [-3.92757, 1.05467, 2.48380], [-3.09061, 1.49331, 1.24633], [-3.22950, 2.94537, 0.87329], [-1.66850, 1.14645, 1.47676], [-3.92015, -0.00792, 2.73528], [-4.99221, 1.31610, 2.41136], [-3.49623, 1.50690, 3.38192], [-3.37286, 0.92248, 0.34703], [-4.26441, 3.24384, 0.99652], [-3.02548, 3.08995, -0.18343], [-2.68019, 3.53091, 1.61233], [-1.22384, 1.66142, 2.16182], [3.49367, 0.55333, -1.09014], [2.72536, 1.02763, -0.03580], [3.34422, 1.29817, -1.88622], [4.55701, 0.55160, -0.89594], [3.10449, -0.40010, -1.42277], [1.87353, 0.47589, 0.04827], [-0.47799, 1.39928, -2.77397], [-0.49926, 2.54931, -3.61399], [0.30507, 0.66896, -2.90472], [-0.40993, 1.57794, -1.69598], [-1.44172, 0.90670, -2.92530], [0.38922, 2.90201, -3.57001], [-0.80208, -2.46728, 3.28903], [-0.12610, -2.70785, 2.01159], [-0.83056, -3.37726, 3.91737], [-0.26848, -1.70658, 3.84929], [-1.81516, -2.27646, 2.99727], [0.67013, -3.26745, 2.03313]],
  "energy_ha": -1395.25049,
  "homo_ev": -9.62,
  "mol_weight_g_mol": 414.62,
  "homo_lumo_gap_ev": 9.80,
  "relative_energy_kj_mol": 305.4
}

---

{
  "formula": "C18H55ClN3O11",
  "method": "wB97M-V/def2-TZVPD",
  "species": ["Cl", "C", "O", "C", "C", "N", "C", "C", "O", "C", "H", "H", "H", "H", "H", "H", "H", "H", "H", "H", "H", "H", "H", "H", "H", "C", "O", "C", "C", "N", "C", "C", "O", "C", "H", "H", "H", "H", "H", "H", "H", "H", "H", "H", "H", "H", "H", "H", "H", "C", "O", "C", "C", "N", "C", "C", "O", "C", "H", "H", "H", "H", "H", "H", "H", "H", "H", "H", "H", "H", "H", "H", "H", "O", "H", "H", "O", "H", "H", "O", "H", "H", "O", "H", "H", "O", "H", "H"],
  "coordinates": [[1.25755, 0.33410, 1.25331], [6.80022, -1.53744, 0.59223], [5.66102, -1.09577, -0.19251], [4.55074, -0.62682, 0.56174], [3.42462, -0.11851, -0.32130], [2.62172, -1.21373, -0.88756], [1.51575, -0.68954, -1.57754], [0.63251, -1.87433, -2.08639], [1.50439, -2.49791, -3.02301], [1.13992, -3.81107, -3.31534], [6.49881, -2.18569, 1.41504], [7.39942, -0.71969, 0.99265], [7.47707, -2.03001, -0.10587], [4.90588, 0.14444, 1.24522], [4.09255, -1.42094, 1.15126], [3.84289, 0.46539, -1.14119], [2.79224, 0.46592, 0.34700], [3.20892, -1.65041, -1.58369], [1.80416, 0.05755, -2.31696], [0.81115, -0.28408, -0.85142], [-0.29997, -1.59228, -2.57529], [0.26273, -2.39792, -1.20479], [0.79360, -4.31821, -2.41480], [1.90776, -4.45445, -3.74497], [0.26767, -3.75560, -3.96664], [2.17742, 2.46204, -0.30609], [1.29726, 2.15029, -1.36385], [0.22406, 3.07513, -1.58718], [-0.88550, 2.43667, -2.45416], [-1.67977, 1.38938, -1.73829], [-2.63111, 0.80796, -2.67567], [-3.45964, -0.31127, -2.01398], [-2.64171, -1.42460, -1.81950], [-3.31811, -2.62097, -1.55751], [2.78194, 1.58786, -0.06426], [1.58624, 2.55888, 0.60452], [2.73915, 3.39513, -0.26273], [0.72408, 3.85645, -2.15955], [-0.15948, 3.52747, -0.67263], [-0.46123, 2.13156, -3.41072], [-1.54317, 3.28264, -2.65390], [-1.18130, 0.57344, -1.41294], [-2.17733, 0.46215, -3.60442], [-3.37049, 1.56462, -2.93811], [-4.34543, -0.47663, -2.62727], [-3.83704, 0.00150, -1.04041], [-3.86488, -2.72783, -0.62065], [-2.55263, -3.39694, -1.56132], [-4.01083, -2.97827, -2.31947], [-1.56612, 3.78416, 3.88958], [-1.04178, 2.70924, 3.13551], [-0.88136, 2.92929, 1.66341], [-0.81098, 1.60440, 1.02162], [-2.12897, 0.96033, 1.18505], [-2.13820, -0.28476, 0.40439], [-3.62864, -0.70739, 0.47516], [-4.13422, -0.87796, 1.84506], [-5.38236, -1.54774, 1.96686], [-2.42697, 4.26392, 3.42390], [-0.75880, 4.50802, 4.00089], [-1.96010, 3.42461, 4.84017], [0.04797, 3.45117, 1.43519], [-1.68561, 3.55887, 1.28271], [-0.01421, 1.03889, 1.50481], [-0.58972, 1.76157, -0.03405], [-2.26430, 0.85844, 2.18075], [-1.52558, -1.10438, 0.77994], [-1.88952, -0.02068, -0.62348], [-3.74654, -1.59186, -0.15088], [-4.24493, 0.04257, -0.02069], [-6.17986, -0.85240, 1.70493], [-5.49008, -1.85004, 3.00854], [-5.51048, -2.50351, 1.45872], [1.82840, -1.92336, 0.90598], [2.23128, -1.93664, 0.03780], [1.79066, -0.99569, 1.13888], [0.46501, 0.47116, 3.64163], [0.72745, 0.71552, 2.75415], [0.19259, -0.44351, 3.56807], [2.65017, -0.14902, 3.13852], [3.53563, -0.35987, 2.84233], [2.25207, 0.30878, 2.39814], [-0.20040, 0.06202, -0.75704], [0.18247, 0.84133, -1.15989], [0.27701, -0.04180, 0.06608], [-0.14350, -1.90780, 1.56340], [0.17101, -1.16080, 1.05418], [-0.29227, -1.55473, 2.44058]],
  "energy_ha": -2169.86199,
  "homo_ev": -3.80,
  "charge": -1,
  "mol_weight_g_mol": 525.10,
  "homo_lumo_gap_ev": 6.58
}